Density functional theory data (ωB97M-V/def2-TZVPD) for C17H15FeN3O2S as an isolated structure at a distorted geometry.

LUMO (spin up / spin down)	5.1 / 5.1	eV
E_HOMO (spin up / spin down)	1.5 / -0.9	eV
total charge	-2
spin multiplicity	5
<S²>	6.370

Cartesian coordinates (Å):
Fe  0.0000  0.0000  0.0000
O  -1.1732  1.4990  -0.2516
C  -2.2639  1.8599  0.3292
C  -3.3661  2.4383  -0.3183
C  -4.5480  2.7801  0.3610
C  -4.6713  2.5449  1.7307
C  -3.6093  1.9740  2.4237
C  -2.4411  1.6590  1.7228
C  -1.2752  1.0592  2.4029
N  -0.2021  1.0604  1.7163
C  1.0421  0.3946  2.1305
C  1.8199  -0.2819  0.9233
N  1.1614  -1.5072  0.3971
C  1.4137  -2.6102  0.9995
C  0.2292  -3.4718  1.0931
C  0.2528  -4.8626  1.1451
C  -0.9642  -5.5271  1.2572
C  -2.1509  -4.7898  1.3362
C  -2.1272  -3.3842  1.3139
C  -0.9326  -2.6667  1.2025
O  -0.8126  -1.3803  1.1722
H  -3.2926  2.6036  -1.3905
H  -5.3686  3.2129  -0.1987
H  -5.5893  2.7940  2.2477
H  -3.6748  1.7670  3.4831
H  -1.3760  0.6270  3.4083
H  0.8768  -0.3306  2.9366
H  1.7020  1.1695  2.5385
H  2.8384  -0.5197  1.2549
H  1.9085  0.4370  0.1013
H  2.3100  -2.8428  1.5917
H  1.1877  -5.3989  1.0690
H  -0.9976  -6.6099  1.2704
H  -3.1081  -5.2943  1.4073
H  -3.0547  -2.8174  1.3655
S  0.5832  2.7432  -3.9791
C  0.3723  1.7512  -2.5402
N  0.2333  1.0976  -1.5921
H  0.7566  -0.6694  -1.3504